[1]
Below is a cluster of 8 separate species, C23H69N14O13P3 in total in a non-equilibrium geometry, with properties calculated with ωB97M-V/def2-TZVPD.

CARTESIAN COORDINATES (ANGSTROEM)
P -7.91676 -31.77194 7.62510
P -15.68409 -21.87760 -4.20520
P -8.05880 -19.25670 6.06423
O -17.07644 -21.48099 -3.88298
O -13.07636 -27.02118 7.20666
O -6.19846 -30.78674 0.61133
O -11.65437 -25.53354 6.66626
O -8.29535 -26.20914 0.53390
O -6.44057 -32.74688 1.34069
O -9.08166 -17.59993 -3.65857
O -7.92088 -19.02877 -2.43780
O -8.77116 -32.18379 6.53617
O -7.07900 -25.13433 -0.83246
O -3.61650 -30.52482 -3.78960
O -9.21045 -20.00937 5.43688
O -3.62325 -29.36563 -5.59185
N -8.66653 -32.08180 9.13302
N -6.89997 -31.76204 0.84677
N -12.37651 -26.42979 6.35572
N -15.19288 -23.18500 -3.21180
N -6.75484 -20.29118 6.53425
N -8.34909 -18.29089 7.50651
N -4.10852 -29.76654 -4.56593
N -14.51595 -20.58533 -3.91814
N -7.50690 -30.11219 7.51194
N -7.65719 -25.19808 0.28046
N -8.33139 -18.55838 -3.49545
N -7.27418 -18.17511 5.02282
N -6.34990 -32.45369 7.76292
N -15.31342 -22.15821 -5.86869
C -6.17463 -17.27507 5.44366
C -5.22002 -31.72307 8.40831
C -7.83434 -17.90207 3.67065
C -14.17924 -20.11962 -2.57231
C -16.13807 -24.17056 -2.74125
C -13.81719 -23.48663 -2.79918
C -12.45887 -26.92491 4.91715
C -9.56312 -31.12738 9.76124
C -6.97555 -29.69778 6.16530
C -7.73007 -24.04568 1.21663
C -6.04993 -33.57912 6.94931
C -7.35590 -29.08339 8.54625
C -7.04595 -21.76019 6.59630
C -13.97592 -22.51399 -6.32351
C -5.52245 -29.30651 -4.30965
C -14.62002 -19.40695 -4.80049
C -8.54658 -19.00046 8.82654
C -7.64175 -19.13432 -4.71927
C -8.27427 -31.88023 0.29968
C -16.38029 -22.71804 -6.79075
C -5.38485 -19.85750 6.92230
C -8.94328 -16.94550 7.38835
C -8.86318 -33.46042 9.54434
H -4.95873 -30.98335 7.65158
H -16.61901 -23.67301 -6.32263
H -9.83325 -33.93336 9.39143
H -4.32575 -32.33053 8.54744
H -8.56254 -17.09101 3.67094
H -17.02484 -23.59783 -2.46976
H -8.34228 -16.36111 6.69166
H -6.08350 -30.29920 5.99025
H -7.16796 -24.24106 2.12984
H -5.10822 -33.42706 6.42191
H -8.97580 -30.96133 10.66434
H -5.47378 -19.07318 7.67399
H -6.99175 -22.12419 7.62229
H -5.51441 -31.26325 9.35172
H -15.07772 -20.17240 -1.95747
H -8.27477 -30.94530 -0.26066
H -13.45114 -20.77461 -2.09380
H -6.79760 -33.78636 6.18370
H -8.20820 -34.18012 9.05328
H -9.09971 -31.98152 1.00430
H -5.81413 -29.71401 -3.34168
H -8.42779 -19.43110 -5.41366
H -13.42467 -26.61824 4.51556
H -7.77463 -29.81457 5.43322
H -7.38455 -23.07311 0.86618
H -5.28763 -17.40702 4.82404
H -13.71373 -19.17901 -5.36156
H -7.70802 -18.78457 9.48861
H -6.57432 -28.36084 8.31138
H -6.49781 -16.25011 5.26174
H -4.75120 -20.69645 7.20995
H -6.56623 -28.68784 6.14149
H -15.84026 -24.71905 -1.84762
H -13.45364 -23.07110 -1.85936
H -9.64772 -30.15881 9.26849
H -8.37471 -18.78212 3.32191
H -9.00635 -16.23149 8.20951
H -9.91422 -17.04856 6.90383
H -5.97791 -17.46723 6.49840
H -13.15669 -23.10683 -3.57867
H -7.23046 -29.53022 9.53250
H -8.26089 -28.47782 8.49759
H -6.13579 -34.42181 7.63532
H -6.19604 -22.29063 6.16689
H -7.04916 -18.29540 -5.08413
H -13.77571 -24.57531 -2.76479
H -8.75315 -33.47003 10.62873
H -12.48936 -28.00877 5.02864
H -13.65924 -19.16728 -2.67603
H -6.12419 -29.65194 -5.15029
H -6.96423 -17.77542 3.02647
H -11.51865 -26.70786 4.41021
H -14.91633 -18.52199 -4.23734
H -8.02959 -22.10673 6.27933
H -15.42943 -19.51862 -5.52192
H -6.91651 -19.92115 -4.51187
H -10.56179 -31.55495 9.85041
H -9.54228 -18.84153 9.24058
H -8.27412 -32.78014 -0.31536
H -13.46288 -23.15969 -5.61079
H -13.93952 -23.11324 -7.23327
H -8.62554 -20.07945 8.69375
H -4.91945 -19.35847 6.07232
H -5.62519 -28.22150 -4.29259
H -17.23145 -22.04494 -6.89365
H -15.93408 -22.87671 -7.77250
H -8.80458 -23.98340 1.38886
H -16.36176 -24.90394 -3.51600
H -13.31269 -21.64974 -6.35958

Cartesian forces, eV/Å:
P 2.0 1.7 2.9
P 1.8 1.2 0.3
P 1.1 0.1 0.6
O 0.4 -0.8 -0.8
O 0.6 0.5 -1.9
O -1.3 0.4 -0.1
O 1.0 1.0 -0.7
O 0.2 0.9 1.2
O 0.1 -1.6 1.2
O 0.7 -1.5 0.4
O -1.1 0.7 -0.5
O -0.3 -1.0 -2.0
O -0.3 1.1 2.4
O 0.7 -0.8 0.9
O 1.8 1.3 1.0
O 0.7 0.3 -0.7
N 0.9 0.4 -2.4
N 1.3 -0.1 -0.3
N -1.6 -1.6 1.6
N 1.1 1.1 0.1
N -1.9 -0.9 -0.1
N 0.4 -1.0 0.4
N -1.7 1.0 -0.5
N -0.4 -0.9 -0.8
N 0.3 0.4 -0.2
N 0.5 -1.5 -3.7
N 1.4 0.0 0.1
N -0.8 0.0 -0.1
N -1.7 1.1 0.3
N -1.4 0.1 -0.3
C -1.3 -0.4 -0.4
C -1.1 -0.1 -1.4
C 0.4 -1.0 1.0
C 0.2 -1.5 0.0
C -1.3 0.7 -0.1
C -0.1 0.1 -1.4
C 0.3 -0.9 1.2
C 0.9 -0.1 0.2
C -0.3 -0.9 1.2
C -0.5 0.4 0.4
C -0.2 -1.0 0.1
C -1.0 -0.4 -0.5
C 1.1 0.5 1.2
C 0.9 -0.2 1.4
C -0.2 -0.1 0.4
C -1.0 -0.3 -0.5
C -0.2 -0.2 -1.6
C -0.2 0.7 -0.3
C 0.1 1.1 -0.9
C 1.0 0.2 1.5
C -1.4 0.4 -0.9
C 0.1 -0.2 -1.8
C 0.1 -0.1 0.5
H 0.4 0.6 0.5
H -0.8 -0.2 -0.6
H -0.6 0.7 -0.5
H -0.4 -0.4 0.1
H 0.4 0.4 -0.1
H -0.4 -0.5 -0.1
H 0.1 -0.1 -0.3
H -0.2 -0.4 -0.7
H -0.3 -0.5 -0.1
H 0.3 -0.5 0.2
H -1.3 0.5 1.0
H 0.3 -0.4 0.5
H -0.1 0.2 0.6
H 0.0 0.0 -0.1
H 0.1 0.8 0.3
H -1.0 -0.3 -0.3
H 0.1 -0.2 0.0
H -0.2 0.5 0.0
H 0.6 0.4 0.2
H 0.6 0.3 0.4
H -0.1 -0.1 -0.3
H 0.3 0.1 0.0
H 0.5 0.4 -0.2
H 0.4 -0.1 -0.3
H 0.2 -0.5 -0.8
H 0.1 -0.3 0.1
H 0.2 -0.2 0.2
H -0.3 0.1 0.2
H 0.5 -0.5 0.1
H 0.0 0.3 0.4
H -0.3 0.1 0.3
H -0.6 0.2 0.4
H 0.5 0.3 0.0
H -0.5 0.1 0.3
H 0.1 -0.3 -0.4
H 0.1 -0.1 0.1
H 0.1 -1.0 0.8
H -0.4 0.3 0.3
H 0.1 0.5 -0.2
H 0.3 -0.2 0.2
H 0.1 0.2 0.0
H -0.2 0.2 0.6
H 1.0 -0.8 -0.5
H -0.3 -0.1 -0.8
H -0.4 0.1 -0.3
H 0.5 0.0 0.0
H 0.4 -0.4 0.2
H -0.2 0.0 0.0
H -0.6 0.1 0.4
H 0.1 -0.3 0.2
H -0.3 0.5 -0.3
H -0.5 0.7 -0.1
H 0.1 0.0 0.2
H 0.3 0.6 -0.7
H 0.1 -0.2 -0.2
H -0.6 -0.1 0.6
H 0.0 0.1 0.5
H 0.1 0.9 0.2
H 0.1 0.3 -0.1
H -0.1 -0.3 0.3
H -0.4 0.5 -0.2
H 0.6 -0.1 -0.4
H 0.2 -0.3 -0.1
H 0.6 -0.1 0.0
H 0.0 -0.2 0.3
H -0.1 0.0 0.1
H 0.2 0.1 0.5
H -0.2 -0.1 0.0
H -0.1 0.2 -0.5

As for the SMILES: CN(C)P(=O)(N(C)C)N(C)C.CN(C)P(=O)(N(C)C)N(C)C.CN(C)P(=O)(N(C)C)N(C)C.C[N+](=O)[O-].C[N+](=O)[O-].C[N+](=O)[O-].C[N+](=O)[O-].C[N+](=O)[O-]. Its gap between HOMO and LUMO is 0.28968 Eh. Its charge is 0. For the molar mass, the calculation gives 842.812 g/mol. As for the spin multiplicity: 1. The value obtained for the total energy is -3685.97781 hartree. Its lowest unoccupied orbital energy is -0.2073 eV.

---

[2]
Below is a cluster of 12 separate species, C23H70O12 in total in a non-equilibrium geometry, with properties calculated with ωB97M-V/def2-TZVPD.

CARTESIAN COORDINATES (ANGSTROEM)
O 1.78818 -3.09819 -1.00573
O 2.53395 4.82689 3.79382
O -5.71917 0.85089 -4.49875
O -4.50575 4.38370 0.82474
O 2.42302 4.26101 -1.14875
O 4.95090 -1.68638 3.65524
O 3.27823 1.71944 -0.76124
O 1.49615 -0.35572 -0.39953
O 2.96763 0.07834 4.31863
O -3.82787 -4.86274 0.19212
O -1.01854 -0.29271 -5.94612
O -2.62601 -0.91419 3.50900
C -0.91023 -0.56011 -0.68972
C 2.68384 3.41265 3.68065
C -0.99981 -1.41679 -5.07264
C 1.94451 -5.23811 0.08265
C -5.91818 0.70948 -3.09571
C 5.54571 -1.23708 2.45470
C -2.90786 -3.35546 -1.52929
C -3.08298 1.44006 3.51571
C 1.25427 3.93956 -1.88540
C 1.83288 -0.71334 4.60883
C 0.93155 -0.75388 3.38380
C 2.08361 2.89443 2.38956
C -3.32279 -4.80441 -1.12414
C -3.24811 0.13621 2.79979
C -4.62340 0.12325 -2.55715
C -4.33004 3.62056 -0.35569
C 1.18443 -3.92692 -0.08428
C -3.11178 2.66867 -0.17809
C 4.32267 -0.13472 -1.86235
C 4.85824 0.09627 2.02195
C 0.31374 0.32784 -0.64194
C 0.32346 -1.37856 -4.30818
C 4.40918 1.38101 -1.51688
H 0.14698 -1.50210 3.49656
H 2.12687 -1.73000 4.86973
H 1.51851 3.15227 -2.59141
H -1.86146 -1.48911 -4.40899
H 1.22162 -1.55312 -4.90058
H 1.12485 -3.38860 0.86164
H -4.35753 4.27382 -1.22780
H 0.91790 4.71446 -2.57423
H -5.17504 2.93758 -0.44293
H 5.49235 -2.00435 1.68234
H -1.94772 -0.13946 -6.13251
H 5.26696 1.51029 -0.85687
H 0.37324 3.64512 -1.31514
H 2.56385 3.34409 1.52049
H 0.34121 -2.15295 -3.54130
H -2.31242 -2.95817 -0.70727
H 5.37178 0.52708 1.16243
H -6.86486 0.18058 -2.98545
H 1.40211 -5.93281 0.72396
H -2.38111 3.07245 0.52276
H 0.37933 0.76261 -1.63933
H -4.01973 5.20818 0.74977
H 1.49903 -0.95726 2.47567
H -4.31161 0.00092 2.60288
H 3.72786 3.13878 3.83269
H 2.06763 3.04110 4.49940
H -4.03233 -5.78750 0.34900
H -2.68094 -1.73473 3.01373
H -2.42005 -5.39353 -1.28570
H 3.31779 -0.43334 -2.16092
H -3.37064 2.33622 2.96595
H 2.93352 -5.00362 0.47633
H 5.01423 -0.49604 -2.62347
H -0.97006 -1.22938 -1.54797
H 3.08352 2.65667 -0.83391
H -6.03652 1.65351 -2.56383
H 4.52562 2.11472 -2.31451
H 3.82217 -0.08798 1.73784
H -3.55390 1.43321 4.49871
H -6.38874 1.47156 -4.79549
H -1.07452 -2.34353 -5.64156
H 1.62712 5.09102 3.62212
H 1.59408 -2.18520 -0.78128
H 4.87262 0.79939 2.85472
H -4.52524 -0.87343 -2.98738
H -4.02058 -5.20744 -1.85814
H 3.67185 -0.41267 3.88901
H -2.03243 1.68441 3.67300
H -2.78850 0.18737 1.81276
H -3.68470 0.65193 -2.72283
H -0.92042 -1.23156 0.16886
H 0.17895 -4.12319 -0.45654
H -2.66339 2.46921 -1.15136
H -2.35117 -3.22186 -2.45684
H 4.49683 -0.79072 -1.00946
H 2.05456 -5.80691 -0.84064
H 1.01010 3.08224 2.36954
H 2.21995 1.82519 2.22757
H 0.24066 1.11824 0.10507
H -1.81469 0.04732 -0.72261
H 0.32702 0.14824 3.28995
H -4.65683 -0.02348 -1.47759
H 3.04880 4.77463 -1.66469
H 6.58456 -1.08465 2.74735
H 0.46065 -0.42927 -3.79038
H 5.37555 -2.47661 3.99702
H 1.27356 -0.35861 5.47452
H 2.19246 0.28638 -0.55595
H -3.44193 1.77399 0.34978
H -3.78300 -2.71289 -1.62580

Cartesian forces, eV/Å:
O 1.2 0.3 -1.2
O 1.0 0.7 -0.3
O -0.1 0.6 -0.1
O -0.5 0.1 0.2
O -0.4 0.1 0.9
O -1.0 -0.2 0.3
O -0.7 -0.8 0.4
O 0.1 -1.4 0.3
O -0.5 1.1 0.9
O 0.2 0.2 -0.2
O -0.6 -0.1 0.3
O -0.2 0.0 0.6
C 0.1 -0.5 0.4
C -1.6 0.0 0.3
C 1.2 -0.4 -0.1
C -0.1 0.2 -0.1
C 1.0 0.7 -0.1
C 0.4 0.9 0.1
C -0.9 -0.3 1.1
C 1.0 0.7 0.6
C 0.1 -0.2 -1.9
C 0.1 -0.6 -1.0
C -0.8 -0.2 0.4
C 0.5 -0.3 -0.5
C 1.0 0.9 -1.7
C 0.0 0.2 -1.0
C -0.6 -1.6 0.5
C 0.5 -0.9 0.7
C -0.6 -0.7 0.3
C -0.4 0.7 -0.1
C -0.2 0.2 -0.3
C 0.6 -1.2 0.2
C -0.7 0.4 -0.8
C -0.2 -0.3 0.5
C 0.6 -1.0 0.6
H 0.1 -0.4 0.0
H 0.2 -0.2 0.0
H -0.3 -0.6 0.2
H -0.1 0.6 0.3
H -0.3 0.1 -0.4
H -0.2 -0.3 0.4
H 0.5 -0.1 -0.2
H 0.1 0.6 0.4
H -0.4 0.3 0.0
H -0.1 0.0 -0.2
H 0.0 0.3 -0.3
H 0.4 0.1 -0.1
H 0.6 0.0 0.6
H -0.1 0.4 0.0
H -0.1 -0.1 0.1
H 0.1 0.1 -0.1
H 0.1 0.0 0.1
H 0.4 -0.7 0.7
H 0.1 0.2 0.4
H 0.2 0.5 -0.3
H 0.0 0.6 -0.1
H 0.1 0.0 0.0
H 0.0 0.1 0.0
H -0.3 -0.5 0.3
H -0.1 0.2 -0.1
H 0.4 -0.8 0.2
H -0.1 0.0 0.2
H -0.1 0.0 -0.1
H 0.2 -0.4 0.5
H -0.1 0.3 -0.4
H -0.8 -0.3 -0.3
H 0.0 -0.3 0.1
H 0.1 0.4 -0.1
H 0.4 0.2 -0.3
H -0.1 0.6 0.1
H -0.3 0.5 -0.4
H 0.0 -0.5 -0.6
H 0.0 0.0 0.0
H -0.1 0.0 -0.1
H 0.0 0.0 -0.4
H 0.2 -0.2 -0.3
H -0.1 -0.3 0.0
H 0.1 0.6 0.0
H 0.1 0.1 -0.1
H 0.3 -0.1 0.0
H -0.4 0.1 0.0
H -0.3 -0.7 0.4
H 0.3 -0.5 0.3
H 0.2 0.2 -0.2
H -0.4 0.5 -0.5
H -0.2 0.1 0.3
H -0.5 -0.3 0.3
H 0.2 -0.4 0.2
H 0.1 -0.6 0.0
H 0.2 0.4 0.4
H 0.1 0.4 -0.3
H -0.1 0.2 -0.1
H 0.0 -0.1 0.5
H -0.5 0.2 0.1
H 0.0 0.0 0.2
H 0.4 0.4 -0.2
H -0.3 0.0 0.1
H -0.2 0.1 -0.2
H 0.3 0.4 -0.7
H -0.2 0.1 -0.1
H 0.1 0.0 -0.1
H 0.3 0.5 0.0
H 0.6 0.4 0.1
H -0.1 -0.2 -0.5
H -0.1 0.0 0.1

As for the SMILES: CCO.CCO.CCO.CCO.CCO.CCO.CCO.CCO.CCO.CCO.CCO.CO. Its gap between HOMO and LUMO is 0.35624 Eh. Its charge is 0. For the molar mass, the calculation gives 538.801 g/mol. As for the spin multiplicity: 1. The value obtained for the total energy is -1820.99698 hartree. Its lowest unoccupied orbital energy is 0.3216 eV. The relative energy (zero: lowest compared OMol25 entry of this formula, charge and spin) comes out at 55.32 kcal per mole.